ORCA calculation (wB97M-V/def2-TZVPD) on a molecular structure, C28H36As2MnSi.

Calculated values
- Spin multiplicity: 5
- Electronic energy: -190485.1776 eV
- Lowest unoccupied orbital energy (alpha / beta): -0.0916 / -0.1251 Eh
- HOMO energy (alpha / beta): -9.2 / -11.0 eV
- Energy relative to the best compared isomer or geometry (same formula, charge and spin): 48.73 kcal/mol
- Charge: +1
- Strongest force on any atom: 3.66 eV Å⁻¹

XYZ file:
```
68
Properties=species:S:1:pos:R:3:forces:R:3
C 0.68697 -0.69362 2.25774 1.311 -1.290 0.804
C 1.00673 -1.56057 1.14383 0.602 -0.346 1.078
C 2.34762 -1.26843 0.72322 0.410 -0.825 0.937
H 0.40240 -2.37676 0.75097 0.083 0.507 0.022
C 2.86683 -0.23679 1.56011 0.006 -0.861 0.024
C 1.85895 0.12876 2.50535 -0.527 -1.134 0.626
H 1.99050 0.82576 3.32778 -0.079 -0.057 -0.284
H -0.24645 -0.70324 2.82441 0.384 0.077 -0.282
H 2.89209 -1.79422 -0.06146 -0.270 0.262 0.232
H 3.88739 0.13349 1.53877 -0.301 0.145 -0.097
Mn 1.04310 0.47340 0.56645 -2.140 -0.895 -0.563
C -2.09515 -0.36821 -2.53427 -0.539 -0.670 0.265
H -1.12092 -0.25441 -3.02351 -0.236 0.007 0.195
H -2.44529 0.58382 -2.12727 0.064 -0.002 -0.181
H -2.81906 -0.72504 -3.28907 0.277 0.329 0.144
Si -2.07817 -1.69518 -1.17801 0.664 -0.235 0.010
C -3.63297 -2.23452 -0.34189 -0.533 0.192 0.144
C -3.35587 -2.83079 0.90570 -0.573 0.360 0.140
H -2.34801 -3.19761 1.11627 -0.270 0.108 0.000
C -4.32086 -2.85472 1.91219 0.109 -0.202 -0.182
H -4.05316 -3.25925 2.89140 -0.215 0.097 -0.289
C -5.60440 -2.35933 1.66041 0.023 -0.003 -0.614
H -6.36408 -2.39260 2.44785 0.263 0.068 -0.376
C -5.91259 -1.85624 0.38188 0.020 -0.097 0.218
H -6.92884 -1.52285 0.16364 0.299 -0.027 0.120
C -4.92586 -1.76042 -0.61229 0.193 -0.356 0.706
H -5.13799 -1.29835 -1.57699 -0.098 -0.098 0.266
C -0.91744 -3.09657 -1.58829 -0.048 -0.173 -0.951
C -1.14754 -4.44694 -1.27919 0.655 0.148 0.118
H -2.16243 -4.77947 -1.04406 0.389 0.068 0.113
C -0.07169 -5.34918 -1.26819 0.066 0.151 -0.226
H -0.24804 -6.39753 -1.00341 0.127 0.424 -0.138
C 1.22209 -4.91263 -1.60692 -0.338 0.193 0.095
H 2.06360 -5.60843 -1.58682 -0.302 0.199 0.047
C 1.42789 -3.58553 -2.01256 -0.312 -0.086 -0.200
H 2.42178 -3.23746 -2.31140 -0.311 -0.266 0.007
C 0.34465 -2.69997 -2.06545 0.347 -0.619 0.320
H 0.48990 -1.69968 -2.49131 0.017 -0.227 0.427
H -0.34096 0.83881 -0.08751 -0.043 -0.596 -0.295
H -1.37392 -1.31985 0.07279 0.000 0.757 -0.263
C -0.51744 2.49558 3.14443 0.162 0.091 -0.258
As 0.01760 2.35251 1.27044 -0.543 2.876 0.915
C -1.37385 3.37012 0.35043 0.102 -0.065 0.151
C 1.66766 3.43820 0.96295 -0.330 -0.627 0.410
C 2.17021 4.23945 1.98376 0.494 0.257 -0.485
C 3.48786 4.71857 1.87968 -0.298 -0.110 -0.143
C 4.25518 4.41816 0.75114 -0.164 -0.068 -0.122
C 3.73920 3.61001 -0.27945 -0.087 0.410 0.374
C 2.45027 3.09798 -0.16126 0.092 -0.722 -0.008
As 1.85580 1.49121 -1.23460 1.414 2.194 -2.571
C 3.39388 0.71135 -2.17258 -0.095 0.662 -0.202
C 0.69505 2.29307 -2.60040 0.649 0.009 -0.139
H -1.61414 2.51408 3.14245 0.323 0.005 0.170
H -0.10807 3.41962 3.56530 -0.258 -0.248 0.086
H -0.14023 1.61497 3.67599 -0.174 0.371 -0.038
H -2.07499 3.70987 1.12504 0.092 0.023 -0.474
H -0.89417 4.22111 -0.14951 -0.353 -0.217 0.084
H -1.86478 2.69557 -0.36439 0.029 0.391 0.228
H 1.55202 4.49198 2.84661 0.300 -0.063 -0.201
H 3.90258 5.31723 2.69162 -0.057 -0.134 -0.295
H 5.27225 4.80261 0.67381 -0.262 -0.109 0.020
H 4.33888 3.37952 -1.16000 -0.012 0.041 0.292
H 4.14652 0.35462 -1.45978 -0.289 0.159 -0.114
H 2.99975 -0.13439 -2.75027 0.105 0.218 0.139
H 3.82565 1.45651 -2.84926 0.063 -0.298 0.057
H 1.23712 3.17080 -2.97621 -0.382 -0.218 -0.096
H -0.26854 2.58499 -2.16557 0.349 -0.139 -0.084
H 0.54792 1.55708 -3.40124 -0.042 0.281 0.186
```
Forces are in eV/Å.